1.
# C4H2OSn

A structure of composition C4H2OSn at a distorted geometry (the ωB97M-V functional and the def2-TZVPD basis, the Open Molecules 2025 dataset).

```
8
Properties=species:S:1:pos:R:3:forces:R:3:mulliken_charge:R:1
C 0.3544 0.1005 -3.4706 -0.1 0.5 0.1 -0.462
C 0.0656 0.5039 -2.3333 0.8 -1.3 -0.8 0.126
C 0.0558 0.4789 -1.0201 -0.2 0.7 2.3 -0.111
C 0.0878 0.3884 0.3253 -3.3 -4.1 -6.3 0.129
O 0.6252 1.2300 1.1044 0.8 3.1 0.6 -0.454
Sn 1.4961 1.1425 2.6834 1.8 0.3 3.4 1.058
H 0.6718 -0.1720 -4.4658 -0.3 0.2 0.4 0.376
H -0.4266 -0.5117 0.7186 0.4 0.6 0.3 0.337
```
Positions in Å, forces in eV/Å.

Output
HOMO level (spin up / spin down) in eV: -11.634 / -12.152
Net charge: +1
Energy in Eh: -442.67811
2S+1: 2
Energy relative to the best compared isomer or geometry (same formula, charge and spin) in kcal per mole: 0.0
Orbital gap (spin up / spin down) in eV: 5.2 / 5.7



2.
# C4H2OTl

A structure of composition C4H2OTl at a distorted geometry (the ωB97M-V functional and the def2-TZVPD basis, the Open Molecules 2025 dataset).

```
8
Properties=species:S:1:pos:R:3:forces:R:3:mulliken_charge:R:1
C -1.6748 -0.4676 0.0109 -0.9 -1.2 -1.7 -0.287
C -0.5782 1.9071 -0.0827 -1.4 1.2 -0.7 -0.461
C -1.1496 0.8388 -0.3789 -1.1 -0.4 1.6 0.110
C -0.4873 -1.5337 0.0465 3.1 3.7 1.0 0.360
O 0.6835 -1.0716 0.1662 -4.4 -8.7 0.2 -0.262
Tl 1.1760 0.7985 -0.0680 4.1 5.2 -0.5 0.871
H -2.1984 -0.5406 0.9768 0.4 0.2 -0.1 0.337
H -2.3870 -0.8524 -0.7373 0.1 0.0 0.3 0.331
```
Positions in Å, forces in eV/Å.

Output
HOMO level (spin up / spin down) in eV: -14.548 / -15.403
Net charge: +1
Energy in Eh: -400.78453
Orbital gap (spin up / spin down) in eV: 7.1 / 7.7



3.
# C4H2S

A structure of composition C4H2S at a distorted geometry (the ωB97M-V functional and the def2-TZVPD basis, the Open Molecules 2025 dataset).

```
7
Properties=species:S:1:pos:R:3:forces:R:3:mulliken_charge:R:1
C 0.3284 1.2521 0.3848 -0.9 -1.7 -0.3 -0.471
C 0.0342 -1.3049 -0.0138 -0.4 2.7 0.2 -0.529
C 0.2587 -0.1182 0.6336 0.8 0.3 -0.3 0.199
C -0.2135 0.8762 -0.7788 -0.7 0.6 -0.2 0.110
S -0.6784 -0.6226 -1.3956 0.4 -0.4 -1.1 -0.057
H 0.2266 2.1936 0.8615 0.7 0.4 0.7 0.302
H 0.0440 -2.2762 0.3084 0.1 -2.0 0.9 0.446
```
Positions in Å, forces in eV/Å.

Output
HOMO level (spin up / spin down) in eV: -8.719 / -8.720
Net charge: 0
Energy in Eh: -551.60445
Energy relative to the best compared isomer or geometry (same formula, charge and spin) in kcal per mole: 51.2
Orbital gap (spin up / spin down) in eV: 8.9 / 8.9



4.
# C4H2S

The molecule C4H2S at a distorted geometry (the ωB97M-V functional and the def2-TZVPD basis, the Open Molecules 2025 dataset).

```
7
Properties=species:S:1:pos:R:3:forces:R:3:mulliken_charge:R:1
C -2.9678 1.0777 -0.0194 1.5 -1.7 0.2 -0.308
S -2.3989 -0.8836 0.0063 0.5 2.8 0.0 0.041
C -1.6897 1.2302 0.0199 -1.8 -0.3 -0.1 0.484
C -0.3758 0.7629 0.0283 -2.9 -3.5 -0.2 -0.859
C -0.6289 -0.5935 -0.0311 0.9 -0.5 0.8 -0.087
H 0.4922 1.2045 -0.1954 3.1 1.8 -0.3 0.421
H 0.1232 -1.4552 0.0445 -1.3 1.4 -0.4 0.307
```
Positions in Å, forces in eV/Å.

Output
HOMO level in eV: -9.499
Net charge: 0
Energy in Eh: -551.61267
SMILES: C1#S2=C1C=C2
Energy relative to the best compared isomer or geometry (same formula, charge and spin) in kcal per mole: 46.0
Orbital gap in eV: 8.4



5.
# C4H2S2

A cluster of 2 separate species, C4H2S2 in total at a distorted geometry (the ωB97M-V functional and the def2-TZVPD basis, the Open Molecules 2025 dataset).

```
8
Properties=species:S:1:pos:R:3:forces:R:3:mulliken_charge:R:1
S 2.1889 -1.9986 -0.0270 0.1 1.2 -0.2 -0.242
C 2.0068 -0.4187 -0.0486 -0.3 -1.8 0.6 0.331
C 1.6336 0.7847 0.1182 0.0 3.2 -0.9 0.080
S 1.3568 2.3862 -0.0223 0.3 -2.6 0.5 -0.182
C -1.5478 -0.0640 -0.5256 1.5 0.0 -1.0 -0.429
C -2.0376 -0.2798 0.5294 -1.5 -0.1 0.9 -0.372
H -0.8279 0.0241 -1.2890 0.0 0.2 -0.6 0.425
H -2.7727 -0.4339 1.2649 -0.1 -0.1 0.7 0.388
```
Positions in Å, forces in eV/Å.

Output
HOMO level (spin up / spin down) in eV: -8.573 / -8.544
Net charge: 0
Energy in Eh: -949.81220
SMILES: S=C=C=S.C#C
Energy relative to the best compared isomer or geometry (same formula, charge and spin) in kcal per mole: 57.6
Orbital gap (spin up / spin down) in eV: 6.0 / 6.0



6.
# C4H30AgO17P

A structure of composition C4H30AgO17P at a distorted geometry (the ωB97M-V functional and the def2-TZVPD basis, the Open Molecules 2025 dataset).

```
53
Properties=species:S:1:pos:R:3:forces:R:3:mulliken_charge:R:1
Ag -1.0534 -2.5297 2.4858 -0.3 -0.2 0.1 0.361
P -0.1726 -0.1018 1.1436 0.3 0.8 -0.7 2.191
O -1.5477 -0.8942 1.1619 -0.1 -0.2 0.4 -1.139
O 0.5347 -1.1982 2.0605 0.2 0.3 -0.2 -0.845
O -0.2578 1.2626 1.7708 -0.1 -1.1 0.0 -1.478
O 0.3614 -0.1220 -0.2829 -0.1 -0.3 0.7 0.632
O 2.5453 -1.0289 3.9463 -0.2 0.0 -0.1 -0.688
H 1.8144 -0.9748 3.3005 0.3 -0.2 0.2 0.369
H 2.5002 -1.9178 4.3060 0.1 0.0 0.0 0.275
O 0.6613 -2.8179 -0.9076 -0.1 0.3 0.1 -0.690
H 0.2145 -3.3485 -0.2439 0.1 0.0 0.0 0.277
H 0.6325 -1.8924 -0.5691 0.0 -0.5 -0.3 0.186
O -1.2181 0.6387 4.4737 -0.1 0.0 0.1 -0.624
H -0.9238 0.9268 3.5919 0.0 -0.1 0.1 0.449
H -1.2772 -0.3202 4.4487 0.1 0.2 -0.1 0.202
O -2.8820 -2.5554 -0.9287 -0.2 -0.4 0.3 -0.743
H -2.7762 -1.6060 -0.7553 -0.1 0.1 -0.3 0.429
H -2.1174 -2.9936 -0.5417 0.2 0.3 -0.3 0.324
O -3.3421 0.2892 -0.4376 0.1 -0.3 -0.1 -0.711
H -2.6681 -0.0179 0.1951 -0.5 0.6 -0.1 0.236
H -2.8430 0.6253 -1.2012 0.1 -0.1 0.1 0.484
O 0.6704 3.4761 0.2129 0.1 -0.2 -0.1 -0.748
H 0.3060 2.7047 0.6783 0.1 0.4 0.0 0.407
H 1.2341 3.0679 -0.4681 -0.3 0.2 0.1 0.466
O -2.6084 2.7819 1.6452 0.0 -0.2 0.1 -0.692
H -1.8440 2.1761 1.6277 -0.3 0.4 0.0 0.338
H -2.4908 3.2807 2.4588 0.1 0.0 0.0 0.304
O -4.7852 -2.6480 1.3504 0.2 -0.1 0.1 -0.626
H -4.3768 -2.8208 2.2028 -0.1 0.1 0.0 0.240
H -4.0582 -2.5210 0.7134 -0.3 0.0 -0.1 0.436
O 1.9836 1.8145 3.3466 0.0 -0.2 -0.1 -0.688
H 2.3265 0.9447 3.6011 -0.1 0.4 0.0 0.431
H 1.2016 1.6523 2.7814 0.5 0.2 0.3 0.276
C 3.1001 1.3807 -1.8393 1.0 0.3 0.5 -0.427
C 3.7236 0.8107 -0.5670 -0.4 -0.1 0.6 -0.345
O 3.1353 -0.4141 -0.1133 0.0 0.3 -0.5 -0.562
O 1.7460 1.7766 -1.7041 0.4 -0.7 -0.1 -0.582
H 3.2832 0.6762 -2.6593 -0.4 0.1 -0.1 0.255
H 3.6775 2.2965 -2.0174 -0.2 -0.1 -0.3 0.399
H 3.6623 1.5437 0.2490 -0.1 0.1 -0.1 0.230
H 4.7864 0.6166 -0.7220 0.0 -0.1 -0.2 0.400
H 2.1726 -0.2904 -0.1753 0.3 -0.2 0.2 0.154
H 1.2749 1.0371 -1.2711 -0.1 0.5 -0.1 0.203
C 0.0569 -0.1955 -4.3909 1.0 0.4 1.1 -0.353
C -1.2638 -0.3215 -3.6644 -0.2 -0.2 -0.1 -0.465
O -1.3247 0.3950 -2.4493 -0.1 0.4 0.0 -0.535
O 1.1134 -0.9075 -3.7123 -0.4 -0.2 -0.6 -0.567
H 0.3896 0.8503 -4.3994 -0.4 0.1 -0.2 0.189
H 0.0020 -0.5608 -5.4148 0.0 -0.2 0.0 0.384
H -1.4979 -1.3759 -3.4789 0.1 -0.1 -0.1 0.249
H -2.0549 0.0927 -4.2939 0.0 0.0 0.0 0.411
H -0.6806 0.1127 -1.7781 0.0 -0.1 -0.2 0.109
H 0.9545 -0.8556 -2.7655 0.1 0.0 0.1 0.212
```
Positions in Å, forces in eV/Å.

Output
HOMO level (spin up / spin down) in eV: -7.139 / -7.136
Net charge: -1
Energy in Eh: -1937.93186
2S+1: 2
Orbital gap (spin up / spin down) in eV: 6.4 / 5.3



7.
# C4H30BO23

A structure of composition C4H30BO23 at a distorted geometry (the ωB97M-V functional and the def2-TZVPD basis, the Open Molecules 2025 dataset).

```
58
Properties=species:S:1:pos:R:3:forces:R:3:mulliken_charge:R:1
O 10.3678 5.9457 21.2184 -2.3 -0.6 0.6 -0.672
C 9.5652 5.0246 21.4097 5.7 3.9 -0.1 0.732
O 9.8186 4.1121 22.2460 0.5 -2.7 2.7 -0.641
B 9.2001 2.8463 21.8131 -0.2 1.6 0.2 1.129
O 8.4218 3.3293 20.6232 -0.1 -4.0 1.3 -0.543
C 8.6191 4.5654 20.4848 -4.1 3.5 -6.0 0.724
O 8.0949 5.2395 19.5868 1.1 -1.2 2.1 -0.650
O 8.3515 2.2375 22.8376 -0.4 6.1 -0.9 -0.639
C 8.5885 1.0347 22.7626 -5.1 -5.4 5.1 0.714
O 7.8192 0.2263 23.2553 1.1 -0.4 -0.1 -0.741
C 9.7477 0.7515 22.0584 1.0 -8.1 -4.2 0.415
O 10.1694 1.7687 21.5243 2.5 6.2 -2.1 -0.486
O 9.9634 -0.3607 21.5484 0.2 0.9 2.3 -0.763
O 12.6502 6.3126 19.9977 1.4 -0.5 -0.5 -0.734
H 12.5906 7.1027 19.4829 0.4 0.8 -0.5 0.315
H 11.9255 6.4095 20.5873 -1.3 0.1 1.2 0.502
O 11.5049 -1.1804 19.5136 0.2 -0.1 -0.2 -0.641
H 12.2645 -0.5961 19.5121 0.1 0.1 -0.1 0.292
H 10.8839 -0.7873 20.1464 0.2 0.0 0.0 0.470
O 9.3723 8.3342 19.7684 2.0 -0.4 -1.4 -0.724
H 8.6303 8.2838 20.3293 -1.2 -0.5 1.0 0.324
H 9.6382 7.4021 19.5827 -0.7 0.9 0.3 0.405
O 5.1116 -0.1742 23.4249 -0.6 0.0 0.1 -0.644
H 5.9741 0.1592 23.7173 -0.2 0.0 -0.7 0.391
H 4.9087 0.1839 22.5445 0.6 -0.2 0.5 0.290
O 6.3317 7.1849 18.7587 -0.8 0.5 -0.3 -0.627
H 6.1355 8.0221 19.1876 -0.1 0.1 -0.3 0.296
H 6.9015 6.7701 19.4013 0.6 -0.5 0.0 0.452
O 5.8318 2.6361 19.6788 1.7 -0.2 -0.8 -0.643
H 6.4942 3.1441 20.1565 0.6 0.0 -0.6 0.415
H 5.1261 2.7541 20.2555 -2.6 0.0 1.3 0.265
O 10.7148 2.7764 18.5349 -2.7 -2.6 -1.0 -0.637
H 10.2953 1.9330 18.9109 0.7 1.8 -1.2 0.298
H 11.2221 3.0553 19.2592 1.8 0.7 1.6 0.448
O 7.1305 -2.5402 22.4718 1.8 -1.4 -0.6 -0.618
H 6.2589 -2.3874 22.7304 -2.4 0.4 0.5 0.290
H 7.5710 -1.7824 22.8256 0.7 0.9 0.1 0.357
O 8.8509 -2.3679 19.3426 0.6 0.1 -1.4 -0.616
H 9.7750 -2.4994 19.0818 -0.1 -0.3 -1.3 0.453
H 9.1656 -2.2003 20.2065 -0.8 0.2 2.6 0.123
O 7.0824 7.1757 21.4295 0.1 1.6 0.5 -0.562
H 6.5483 6.4121 21.5423 -0.6 -1.3 0.0 0.267
H 6.4181 7.8825 21.4924 0.4 -0.1 0.1 0.252
O 8.3848 5.3557 16.3768 1.9 0.5 -1.2 -0.644
H 8.9782 5.5463 17.1308 -0.8 -0.1 0.0 0.397
H 9.0621 5.5526 15.6635 -1.5 -0.5 0.9 0.303
O 6.8381 -0.1657 20.1601 0.2 -1.1 0.4 -0.566
H 7.7018 -0.2179 19.7526 0.3 -0.5 -0.3 0.296
H 6.6510 0.7523 20.1984 -0.6 1.6 -0.3 0.307
O 10.6358 -3.5901 21.0733 0.3 2.3 -2.2 -0.498
H 11.1513 -3.0999 21.6882 0.5 0.3 0.9 0.268
H 10.4034 -4.4113 21.3876 -0.7 -2.6 1.5 0.240
O 12.4273 3.4979 20.3429 1.0 1.6 -0.8 -0.696
H 11.9778 3.2906 21.1317 -0.7 -0.6 1.7 0.330
H 12.4801 4.4844 20.3719 0.3 -0.8 -0.4 0.407
O 10.5153 6.0021 17.9964 -0.6 1.1 -0.5 -0.721
H 11.1976 6.6179 18.2331 0.3 0.3 0.0 0.140
H 10.8223 5.1746 18.3121 0.4 -1.6 0.4 0.395
```
Positions in Å, forces in eV/Å.

Output
HOMO level in eV: -7.763
Net charge: -1
Energy in Eh: -1926.02656
Energy relative to the best compared isomer or geometry (same formula, charge and spin) in kcal per mole: 110.1
Orbital gap in eV: 9.2



8.
# C4H30N3O10

A cluster of 10 separate species, C4H30N3O10 in total at a distorted geometry (the ωB97M-V functional and the def2-TZVPD basis, the Open Molecules 2025 dataset).

```
47
Properties=species:S:1:pos:R:3:forces:R:3:mulliken_charge:R:1
C 0.8564 -0.5740 -2.1391 0.5 -0.5 -1.0 -0.477
N -0.1917 -1.4436 -1.6415 -1.0 0.7 0.2 0.157
C -0.1158 -2.8344 -2.0199 0.3 -0.5 0.6 -0.532
O 1.1954 -3.3110 -2.0177 1.1 -0.8 -0.5 -0.636
C 0.5711 0.9424 -2.1156 -0.3 -0.4 -1.8 -1.178
N 0.0541 1.6559 -0.9680 -0.9 -0.4 -0.4 0.067
C -1.4067 1.7777 -0.9288 -0.8 0.1 -0.7 -0.844
N -2.2781 0.6520 -0.4752 0.7 0.0 2.4 -0.506
H 0.9770 -0.8207 -3.2136 -0.3 0.2 0.2 0.527
H 1.8623 -0.8577 -1.8148 0.0 0.2 0.8 0.290
H -0.3687 -1.3044 -0.6537 0.5 -0.4 0.1 -0.122
H -0.5637 -3.0279 -3.0085 0.7 0.5 -0.2 0.281
H -0.7587 -3.4878 -1.3983 0.1 0.7 0.5 0.284
H -0.1784 1.0373 -2.9249 0.0 0.3 0.5 0.396
H 1.4374 1.4567 -2.5842 0.0 -0.3 0.7 0.266
H 0.4757 1.4112 -0.0750 -0.4 0.0 -0.1 0.330
H -1.8842 1.9567 -1.9262 1.5 0.1 0.3 0.494
H -1.6249 2.7077 -0.3981 -0.3 -0.4 0.6 0.395
H -1.7314 -0.1949 -0.3333 0.2 -0.1 -1.1 0.038
H -2.4336 0.7478 0.5401 -0.4 0.7 -0.3 0.396
H 0.3585 3.5264 -0.1307 0.2 0.3 0.3 0.423
H 1.7015 3.3923 0.4912 0.3 0.3 0.4 0.329
O 0.8995 3.9277 0.5787 -0.5 -0.2 -0.6 -0.768
H 1.5182 -0.6321 1.3963 0.5 0.8 0.5 0.581
H 1.9085 0.2090 0.1955 0.5 0.2 -0.1 0.185
O 2.1973 0.1099 1.1121 -1.0 -1.2 -0.4 -0.894
H -0.3190 -0.4592 2.6764 -0.3 0.1 -0.2 0.423
H -1.6827 -0.5697 3.3713 0.0 0.1 -0.2 0.300
O -1.0088 0.0817 3.1393 -0.2 -0.2 0.1 -0.676
H 0.5088 -2.2318 2.4773 0.5 0.1 0.0 0.143
H 2.8710 -1.8137 0.3851 0.3 -0.3 -0.2 0.411
O 0.4035 -1.6793 1.6922 0.0 -0.3 0.1 -1.182
H 1.8245 2.7720 2.2774 0.4 0.4 0.5 0.255
H 2.5633 1.6043 1.8541 0.9 0.8 0.2 0.504
O 2.7529 2.5604 2.0960 -0.8 -1.3 -0.5 -0.754
H 1.5548 -2.4056 0.7271 0.3 -0.5 -0.2 0.399
H 1.7889 -3.1407 -1.2127 -1.5 0.2 -0.6 0.467
O 2.4024 -2.6505 0.2306 -0.3 0.5 0.6 -0.775
H -2.6639 -0.0219 -2.4625 -0.1 -0.1 0.1 0.378
H -3.9082 0.8062 -2.5914 0.0 -0.1 0.1 0.328
O -3.2725 0.3238 -3.1276 -0.1 0.0 -0.4 -0.686
H -0.6505 1.8172 3.3484 0.6 0.1 0.2 0.372
H 0.0602 3.1104 2.8431 -0.3 0.0 0.0 0.336
O 0.0172 2.4979 3.5877 -0.3 0.2 -0.2 -0.673
H -1.1601 -2.5144 1.9507 -0.4 0.3 -0.1 0.352
H -2.4234 -2.4872 1.1399 -0.2 0.0 0.2 0.285
O -2.1355 -2.6224 2.0507 0.2 -0.2 -0.2 -0.691
```
Positions in Å, forces in eV/Å.

Output
HOMO level in eV: -6.476
Net charge: -1
Energy in Eh: -1087.12522
Energy relative to the best compared isomer or geometry (same formula, charge and spin) in kcal per mole: 0.0
Orbital gap in eV: 9.4



9.
# C4H30O12

A cluster of 11 separate species, C4H30O12 in total at a distorted geometry (the ωB97M-V functional and the def2-TZVPD basis, the Open Molecules 2025 dataset).

```
46
Properties=species:S:1:pos:R:3:forces:R:3:mulliken_charge:R:1
O 1.2706 -0.1797 3.8742 0.5 -0.8 0.5 -0.449
C -0.1114 -0.2124 3.6205 -0.6 2.1 0.0 -0.630
C -0.5426 -1.1510 2.5064 -1.5 0.5 0.2 -0.863
C 0.4133 -1.1659 1.3195 1.5 0.5 0.8 0.215
C -0.2725 -0.6541 0.0600 0.1 -1.8 -0.6 0.258
O 0.5208 -0.9345 -1.1034 -0.3 0.2 0.6 -0.452
H 1.6213 -1.0748 3.8518 0.0 -0.1 0.2 0.314
H -0.7083 -0.2642 4.5434 0.2 -0.8 -0.1 0.371
H -0.3275 0.8493 3.3489 0.2 -0.6 -0.4 0.174
H -0.9533 -2.0799 2.9149 1.0 -0.5 -0.2 0.375
H -1.5002 -0.7356 2.1384 0.2 0.1 0.1 0.259
H 0.9384 -2.1154 1.1476 -1.1 -0.4 -0.4 0.438
H 1.3458 -0.6485 1.5924 -0.6 0.8 -0.2 0.315
H -0.5881 0.3638 -0.1547 0.2 0.5 1.2 0.443
H -1.2101 -1.2292 0.0970 0.1 0.2 -0.7 -0.776
H 0.5441 -1.8805 -1.2626 0.0 -0.2 -0.2 0.259
O 1.5664 0.8115 -2.8245 -0.1 0.0 0.0 -0.714
H 1.0211 0.4867 -2.0808 0.7 -1.0 -0.4 0.287
H 2.4469 0.9695 -2.4654 0.0 0.0 0.1 0.360
O -3.5352 -1.5415 -0.7842 0.2 0.3 -0.1 -0.642
H -2.7471 -1.2347 -1.2504 0.0 -0.2 -0.3 0.367
H -4.0242 -0.7151 -0.7029 -0.2 -0.1 0.2 0.307
O -2.7375 0.7416 -2.7646 -1.4 1.0 -0.2 -0.560
H -3.7004 0.6462 -2.8067 0.1 -1.0 -0.1 0.240
H -2.7799 1.7062 -2.8095 1.0 0.3 0.2 0.304
O 2.4399 2.0593 3.0100 1.0 -0.1 -2.2 -0.604
H 2.8039 1.3585 3.5447 -0.5 0.0 0.6 0.276
H 1.9318 2.7005 3.4599 -0.6 0.6 1.3 0.263
O 0.0810 2.9518 -2.4434 0.2 -1.1 0.1 -0.741
H 0.8510 3.2818 -2.9203 -0.2 0.5 0.0 0.293
H 0.3661 1.9987 -2.4497 -0.3 1.2 -0.3 0.381
O -1.7730 -3.8793 -0.0689 1.1 -0.8 2.3 -0.665
H -1.7525 -4.3696 -0.8737 -0.5 0.6 -1.1 0.306
H -2.0720 -2.9797 0.0004 -0.7 0.1 -1.2 0.294
O -2.3366 2.5790 -0.7904 -0.2 -0.2 0.2 -0.601
H -2.1842 2.8532 0.1162 0.1 0.2 0.0 0.277
H -1.4630 2.5016 -1.1927 0.1 0.4 0.0 0.329
O 4.8279 -0.3893 0.0454 0.8 0.6 0.5 -0.640
H 4.3343 0.4001 0.3333 0.1 -0.5 -0.3 0.397
H 4.1754 -0.8904 -0.4234 -0.5 -0.4 -0.3 0.270
O 2.6756 1.1328 0.3460 -0.4 0.7 0.0 -0.577
H 1.8145 0.9206 -0.0247 0.0 -0.1 0.1 0.238
H 2.4937 1.7034 1.1150 0.0 -0.2 0.1 0.315
O -1.1508 -1.2375 -3.5211 -0.3 -0.7 0.6 -0.627
H -1.4828 -0.4464 -3.0601 0.3 -0.1 -0.9 0.304
H -0.5305 -1.0067 -4.2081 0.2 0.5 0.0 0.315
```
Positions in Å, forces in eV/Å.

Output
HOMO level in eV: -10.610
Net charge: 0
Energy in Eh: -1073.20259
SMILES: OCCCCO.O.O.O.O.O.O.O.O.O.O
Energy relative to the best compared isomer or geometry (same formula, charge and spin) in kcal per mole: 55.1
Orbital gap in eV: 10.7